A molecular structure, C41H36ClMnN6O3Sb, computed with ωB97M-V/def2-TZVPD.

## Properties
HOMO energy (spin up / spin down) ... -13.44 / -12.79 eV
Molar mass ... 872.93 g/mol
Spin multiplicity ... 4
Energy ... -108553.400 eV
Charge ... +2
Maximum force ... 0.85 eV/A
Energy above the lowest of the compared OMol25 structures with the same formula, charge and spin ... 0.000 eV
Frontier orbital gap (spin up / spin down) ... 8.6 / 7.9 eV

```
89
Properties=species:S:1:pos:R:3:mulliken_spin:R:1
Mn -1.66 1.19 -1.15 2.978
O -4.09 4.39 -1.07 0.014
C -3.32 3.49 -0.87 -0.014
N -2.60 2.73 -1.78 -0.049
C -2.82 2.84 -3.15 -0.012
O -3.62 3.53 -3.72 0.012
C -1.92 1.89 -3.89 0.046
C -1.83 1.94 -5.27 -0.007
C -0.97 1.07 -5.92 0.011
C -0.24 0.17 -5.15 -0.004
C -0.40 0.17 -3.78 0.022
N -1.22 1.02 -3.14 -0.043
C -3.04 2.99 0.53 0.073
C -3.58 3.62 1.63 -0.008
C -3.31 3.12 2.89 0.011
C -2.52 1.98 2.99 -0.005
C -2.03 1.40 1.84 0.037
N -2.26 1.90 0.62 -0.071
H -2.44 2.66 -5.80 0.000
H -0.87 1.09 -6.99 0.000
H 0.45 -0.53 -5.61 0.000
H 0.14 -0.54 -3.17 0.007
H -4.20 4.49 1.47 0.000
H -3.71 3.59 3.78 0.000
H -2.30 1.53 3.95 0.000
H -1.43 0.50 1.89 0.001
C -5.38 -3.47 -0.97 0.001
N -4.35 -2.44 -0.99 0.002
C -2.98 -2.69 -0.57 0.003
C -2.40 -1.30 -0.71 -0.018
O -1.23 -0.92 -0.45 -0.008
N -3.32 -0.45 -1.15 0.030
C -4.47 -1.14 -1.29 0.010
N -5.59 -0.56 -1.68 0.000
H -4.95 -4.41 -1.31 0.000
H -6.19 -3.21 -1.64 0.000
H -5.78 -3.60 0.04 0.000
H -2.48 -3.40 -1.24 0.000
H -2.92 -3.06 0.45 0.000
H -5.57 0.43 -1.90 0.000
H -6.47 -1.05 -1.76 0.000
Cl 4.55 -3.52 -4.10 0.000
C 3.70 -2.34 -3.17 0.001
C 4.16 -1.04 -3.11 -0.001
C 3.48 -0.10 -2.35 0.002
C 2.33 -0.45 -1.65 0.011
C 1.64 0.54 -0.76 -0.244
C 1.88 -1.77 -1.71 0.006
C 2.55 -2.71 -2.48 -0.001
H 5.06 -0.76 -3.65 0.000
H 3.85 0.92 -2.31 0.000
H 2.15 1.51 -0.77 -0.012
H 0.58 0.71 -1.02 0.203
H 1.00 -2.06 -1.16 -0.001
H 2.20 -3.74 -2.53 0.000
C -0.84 -2.80 4.30 0.000
C -0.43 -3.35 3.10 0.000
C 0.30 -2.60 2.19 0.000
C 0.62 -1.29 2.50 0.000
C 0.20 -0.71 3.70 -0.001
C -0.53 -1.47 4.60 0.000
Sb 1.92 -0.10 1.30 -0.003
C 3.84 -0.96 1.16 0.001
C 4.92 -0.08 1.14 0.000
C 6.20 -0.59 0.93 0.000
C 6.39 -1.95 0.76 0.000
C 5.30 -2.82 0.79 0.000
C 4.02 -2.33 1.00 -0.001
C 2.05 1.75 2.32 0.004
C 2.70 1.83 3.55 0.000
C 2.71 3.04 4.23 0.000
C 2.08 4.15 3.69 0.000
C 1.45 4.07 2.46 0.002
C 1.43 2.86 1.77 0.008
H -1.39 -3.39 5.02 0.000
H -0.66 -4.39 2.88 0.000
H 0.62 -3.05 1.26 -0.001
H 0.46 0.31 3.94 0.000
H -0.86 -1.03 5.53 0.000
H 4.77 0.98 1.28 0.000
H 7.04 0.09 0.91 0.000
H 7.38 -2.34 0.60 0.000
H 5.46 -3.88 0.65 0.000
H 3.18 -3.01 1.02 0.000
H 3.20 0.97 3.97 0.000
H 3.21 3.11 5.19 0.000
H 2.10 5.09 4.23 0.000
H 0.97 4.94 2.03 0.000
H 0.93 2.81 0.81 0.004
```